Computed, not measured: a cluster of 13 separate species, C73H61Cl3F2N10O20 in total, with ωB97M-V/def2-TZVPD.

```
169
Properties=species:S:1:pos:R:3:forces:R:3
F 4.39529 -0.75977 4.70303 -0.1478 0.3414 0.1947
C 5.05234 -1.34012 3.69157 -0.7819 -1.5777 -0.5794
C 6.25521 -0.84078 3.27978 0.4215 1.5473 1.1437
C 6.96667 -1.46922 2.29848 0.5833 -0.3458 -0.3396
C 6.45455 -2.58864 1.68672 -0.5198 -1.0345 -0.4385
C 5.22636 -3.13772 2.09495 -0.3867 1.4457 0.9955
C 4.48792 -2.50075 3.12613 2.8514 1.1185 -0.9665
H 6.66712 0.05308 3.77158 -0.2891 -0.4730 -0.1694
H 7.97167 -1.14027 2.06532 -0.1465 0.1935 -0.2164
H 7.02104 -3.04301 0.87365 -0.1601 -0.0948 0.2699
H 4.79136 -4.00126 1.63724 0.0114 -0.4181 -0.3123
H 3.57209 -2.81681 3.50188 -1.4911 -0.7274 0.3621
F -8.81592 -2.47478 3.38097 -0.6303 -0.1463 0.8115
C -7.72814 -2.41522 2.62043 -0.4861 0.3749 -0.5426
C -7.89895 -1.92473 1.34563 3.4259 -1.0529 0.2367
C -6.73191 -1.92643 0.54235 -1.8045 0.9249 -0.6233
C -5.52481 -2.36614 1.00061 -0.3760 0.4116 1.0668
C -5.41186 -2.74481 2.35171 0.8688 -0.6106 -1.5543
C -6.51692 -2.81978 3.14539 -0.1998 0.0579 0.7441
H -8.80052 -1.59340 0.97255 -1.8718 0.5775 -0.5070
H -6.83423 -1.47074 -0.45582 0.2282 -0.5077 0.3855
H -4.70216 -2.27377 0.33736 0.8737 -0.2251 -0.2592
H -4.45018 -3.10799 2.67426 0.1644 0.0720 0.4465
H -6.45239 -3.15156 4.17860 -0.0969 0.0344 -0.1982
C -2.92938 1.41377 6.01310 0.0112 0.2068 -1.1371
Cl -3.01838 3.14271 6.41840 0.0930 -0.4368 -0.2692
Cl -1.44680 1.03118 5.02508 -0.8883 0.2903 0.5001
Cl -4.42483 0.90141 5.11591 1.1412 0.2970 0.7717
H -2.79985 0.89246 6.94437 -0.3113 -0.3638 0.0592
C 3.99548 -2.70784 -3.16486 -1.5117 -0.5216 0.3096
C 4.50424 -2.57382 -1.87721 -0.1249 -0.2003 -0.5613
C 5.60898 -1.75127 -1.71418 -0.1443 0.3660 0.6801
C 6.14519 -1.05437 -2.78450 -0.2281 -0.3375 -1.0169
C 5.57981 -1.15872 -4.06211 -0.4053 -0.2535 0.4927
C 4.45682 -1.97144 -4.24362 1.0978 -0.0090 0.8077
N 7.38952 -0.21997 -2.63100 -2.0615 -1.2803 -0.1264
O 7.76355 0.33679 -3.62396 0.7493 0.7593 -0.6423
O 7.89239 -0.19250 -1.54389 0.6728 0.2713 0.8675
H 3.10962 -3.36291 -3.24385 0.5728 0.3845 -0.3859
H 3.98503 -3.13180 -1.07026 0.8208 0.6123 -0.3375
H 5.97683 -1.57852 -0.72411 0.4354 0.0246 0.3184
H 5.95656 -0.62557 -4.91119 0.3672 0.2772 -0.0681
H 4.02766 -2.06069 -5.21812 -0.2817 -0.0581 -0.3893
C 0.84942 3.73932 1.87227 2.1347 -1.1147 -1.2129
C -0.30191 3.47535 2.54462 -0.6761 0.5692 0.5320
C -0.80000 4.42933 3.46421 0.2264 -1.0567 -1.6395
C -0.17232 5.61836 3.50649 1.6915 0.5874 -0.5059
C 1.02368 5.87398 2.79690 -0.5377 0.4699 0.5236
C 1.58345 4.92452 1.99215 -1.5432 -0.1844 0.4604
N -0.72795 6.71588 4.27040 -0.0411 1.3775 1.1163
O -0.27957 7.82794 4.06155 0.3622 0.1841 -0.5805
O -1.57599 6.54199 5.12120 -0.3086 -1.1020 -0.1984
H 1.32336 2.95941 1.23594 -0.8033 0.5598 0.2226
H -0.85898 2.61204 2.22114 -0.1870 -0.3559 0.5740
H -1.69914 4.33080 3.98787 -1.2154 -0.4634 0.7084
H 1.45482 6.84159 2.89897 0.2636 0.5650 0.0625
H 2.41964 5.14350 1.37059 0.6279 -0.0995 -0.1244
C 0.38644 7.94315 -2.58807 -1.7320 -2.6253 -0.7931
C -0.43142 7.04177 -3.37893 1.0128 2.1565 1.9788
C -1.26506 6.14198 -2.73005 0.4214 0.1613 -3.3028
C -1.19782 6.02107 -1.38135 -0.2525 -0.3530 1.2555
C -0.33952 6.76595 -0.60728 0.0555 0.9265 -0.3799
C 0.42749 7.77353 -1.23199 0.4019 0.2894 1.6404
N -2.01246 4.94730 -0.77046 1.0529 -0.9585 1.0651
O -2.17808 4.91679 0.44715 -0.0834 0.5984 -1.0707
O -2.31436 4.02691 -1.50892 -0.7012 0.3741 -0.0777
H 0.98362 8.65141 -3.07237 0.7359 1.0394 -0.6189
H -0.40435 7.23814 -4.43402 -0.3155 -0.4910 -0.3687
H -1.85574 5.52426 -3.41867 -0.0618 0.0401 0.9558
H -0.29785 6.62752 0.45222 -0.0253 -0.1347 0.4091
H 1.05739 8.45240 -0.59180 -0.6913 -0.9077 -0.7343
C -5.75740 2.46568 -0.65590 -0.0346 0.9877 0.8334
C -5.24116 2.85377 0.59174 0.2574 -0.4837 -0.5048
C -5.83914 2.44919 1.77442 -0.0113 0.0572 -0.9011
C -7.04488 1.72742 1.61115 0.1885 0.7135 2.0185
C -7.61606 1.30632 0.44364 0.8116 0.9125 -0.0328
C -6.89015 1.70619 -0.69296 -1.3732 -1.3488 -0.1276
N -7.81107 1.55800 2.86839 -0.3211 -0.3119 0.8680
O -7.15710 1.40190 3.89830 -0.7465 0.0971 -0.8289
O -9.03763 1.62020 2.81905 1.1847 -0.2018 -0.0842
H -5.34358 2.93145 -1.54605 0.1362 -0.5530 -0.0356
H -4.30416 3.38677 0.54861 0.0397 0.3529 0.4753
H -5.37865 2.75485 2.72921 -0.7660 -0.4679 -0.4572
H -8.59098 0.80209 0.46382 0.6732 0.2376 -0.2671
H -7.28328 1.31722 -1.60170 -0.1276 0.1659 -0.9567
C 4.69903 2.04312 -1.73801 -0.1494 1.0625 -1.5673
C 3.54476 1.29397 -1.66719 1.1859 -0.1407 -0.0906
C 2.92431 0.85559 -2.82236 -1.3831 0.1883 0.9859
C 3.38973 1.34389 -4.02971 0.3867 -0.3534 -0.2178
C 4.56664 2.08883 -4.18450 -0.8057 -0.0574 -0.4574
C 5.16981 2.44574 -2.99205 0.5030 -0.0616 0.2510
N 2.57498 0.93998 -5.17820 1.2286 0.1298 0.2247
O 1.47113 0.56201 -4.90705 -1.5694 -0.4076 -0.4741
O 3.06451 0.96980 -6.28568 0.0945 0.1846 -0.3963
H 5.18005 2.51849 -0.90250 0.0257 -0.4165 0.5229
H 3.26192 1.03080 -0.68991 -0.8988 -0.6060 0.8934
H 1.96677 0.27056 -2.72057 1.3852 0.6559 -0.4590
H 4.91292 2.41199 -5.19867 -0.3532 -0.3635 1.1873
H 6.05135 3.05261 -2.97484 0.4056 0.2872 -0.3444
C 3.04646 5.43177 -5.83734 -0.3298 0.4188 -0.5748
C 1.96868 4.55170 -5.69041 -0.3745 -0.7230 0.4614
C 1.48757 4.27306 -4.39982 0.2356 0.0041 -0.5911
C 2.14076 4.81765 -3.27484 0.8250 -0.8810 -0.9942
C 3.30837 5.57009 -3.42445 -0.6841 0.8361 -1.7330
C 3.70269 5.97478 -4.74439 -0.7924 -0.9729 1.4517
N 1.80123 4.24953 -1.93674 2.4093 1.6067 -1.1347
O 2.65388 4.38613 -1.07428 -0.4886 -0.0603 0.2515
O 0.78066 3.66236 -1.84719 -1.9678 -1.2121 0.6783
H 3.31252 5.79096 -6.83297 0.1498 -0.3980 0.1867
H 1.51562 3.96601 -6.53952 0.5310 1.1054 0.8458
H 0.63880 3.58521 -4.35700 0.3502 0.2697 0.5624
H 3.81753 5.99293 -2.58741 0.2401 -0.1207 0.5309
H 4.52652 6.66208 -4.89146 -0.0451 -0.0684 0.1343
C -2.50207 0.89835 0.09144 1.8604 -0.1036 -0.6060
C -1.26392 1.32871 -0.47761 0.0739 -0.1907 -0.4914
C -0.01549 0.74764 -0.10422 -1.7580 1.0831 -0.4866
C -0.07301 -0.21432 0.87674 0.6287 -0.0600 0.5410
C -1.23852 -0.63912 1.50183 0.0229 -0.8805 -0.4766
C -2.43855 -0.14051 1.04699 -1.9436 1.1672 0.5304
N 1.20641 -0.84816 1.26564 -1.5167 -1.5216 0.8913
O 1.19547 -1.63153 2.21092 0.0664 0.7137 -0.3280
O 2.14540 -0.67807 0.54465 1.4091 0.4476 -0.6846
H -3.43562 1.35588 -0.27453 0.6203 -0.5060 0.4402
H -1.23268 2.08697 -1.29963 -0.2048 -0.7347 1.0610
H 0.90564 1.11140 -0.57383 -0.4088 -0.3616 0.3354
H -1.24983 -1.48385 2.19296 0.2866 0.5791 -0.0293
H -3.39010 -0.45011 1.56284 1.0863 0.1381 -0.7129
C 1.64008 -6.98593 4.61366 1.3632 -0.0592 0.2061
C 1.90427 -5.69001 4.15349 0.9258 -0.0753 0.1772
C 0.88295 -4.78640 3.91330 0.8905 1.4965 -0.2836
C -0.39322 -5.19268 4.15756 -0.9214 -0.2314 -0.3664
C -0.70493 -6.47552 4.50424 1.4026 -0.7479 0.2389
C 0.34348 -7.35940 4.77360 -1.6265 0.0327 -0.1873
N -1.52614 -4.29924 3.91399 -2.2631 -2.3914 0.9202
O -2.65349 -4.75832 4.15226 0.9509 0.2592 -0.1292
O -1.36234 -3.20922 3.49951 0.9912 2.4180 -0.9016
H 2.42925 -7.73989 4.87390 -0.6036 1.1230 -0.4787
H 2.94094 -5.38160 4.03254 -0.2282 -0.0005 -0.1387
H 1.02673 -3.73998 3.55034 0.1819 -1.0494 0.3744
H -1.69894 -6.80798 4.48463 -1.1639 -0.2588 0.3519
H 0.07726 -8.34955 5.07297 0.0209 -0.5302 0.1554
C -0.55695 -3.24838 -3.26071 -0.0602 -0.8319 -0.5506
C -0.60187 -4.66608 -3.26770 1.1208 1.9205 -0.0502
C 0.27036 -5.37927 -2.44954 -0.5132 -0.7213 0.2888
C 1.06238 -4.66186 -1.56399 0.0459 -0.2020 0.3017
C 1.05286 -3.26564 -1.50368 1.0938 0.2675 1.1034
C 0.25585 -2.55744 -2.34823 -1.3347 -0.0598 -1.9322
N 1.84306 -5.42314 -0.54235 -0.2153 -1.5212 0.4213
O 1.90177 -6.66688 -0.59125 -0.2642 2.0277 -0.5374
O 2.31674 -4.78540 0.37749 0.1372 0.2320 -0.2679
H -1.11542 -2.73782 -4.07393 0.2738 -0.1553 1.0092
H -1.23309 -5.07755 -4.02170 -0.2845 -0.7944 -0.1505
H 0.26745 -6.48706 -2.40405 0.1121 0.9135 -0.1024
H 1.69825 -2.64606 -0.85921 -0.2216 -0.9468 -0.0160
H 0.25460 -1.47545 -2.42951 0.2129 -0.0600 0.3985
C -1.58206 -6.16096 0.82672 0.8012 0.0617 0.1034
C -1.52631 -4.85110 0.42347 0.3662 1.4187 -0.5999
C -2.28558 -4.36007 -0.65336 0.6330 -0.1161 1.6701
C -3.08780 -5.27414 -1.27144 -0.7102 1.2479 -0.6455
C -3.16756 -6.59927 -0.90933 -0.4260 0.1214 -0.5924
C -2.41213 -7.03275 0.15569 -0.1667 0.1941 -0.2337
N -3.93415 -4.69758 -2.36720 -0.2585 -1.3670 -0.4702
O -3.71020 -3.54754 -2.69497 -0.4319 -0.3755 -0.0189
O -4.76200 -5.44707 -2.89376 0.8462 0.9983 0.5523
H -0.86718 -6.49958 1.58189 -0.5078 -0.0321 -0.0604
H -0.81253 -4.16615 0.87520 -0.1456 -0.0689 0.1927
H -2.26030 -3.30669 -0.92143 0.0069 -0.3918 -0.0614
H -3.81027 -7.21437 -1.51929 -0.0797 -0.3362 0.2488
H -2.46376 -8.03541 0.46527 -0.0540 -1.2084 0.2237
```
Positions in Å, forces in eV/Å.

As for the orbital gap: 0.300 Ha. As for the total charge: 0.